(1)
Entry from the OMol25 dataset: 2 unconnected molecules or ions with the total composition C18H18N in a non-equilibrium geometry (ωB97M-V/def2-TZVPD).

```
37
Properties=species:S:1:pos:R:3:forces:R:3:nbo_charge:R:1
C -1.18764 0.97961 1.47020 -1.77 1.40 1.07 0.116
C -1.26589 2.25886 0.83656 0.82 1.25 -0.54 -0.165
C -0.50250 3.30732 1.43499 0.14 -0.25 -0.38 -0.108
C -0.20859 4.47447 0.73806 -0.25 0.15 0.40 -0.217
C -0.69913 4.68417 -0.55495 0.49 -0.65 0.32 -0.126
C -1.50740 3.70195 -1.12013 -0.59 -0.32 0.05 -0.214
C -1.86332 2.54795 -0.41746 0.38 0.26 -0.05 -0.131
C -2.20512 -0.03509 1.40300 -0.08 -1.83 -0.13 -0.200
C -2.37163 -0.87712 2.54678 0.20 0.07 -0.47 -0.129
C -3.12353 -2.04755 2.47717 -0.12 0.24 0.32 -0.214
C -3.80833 -2.40170 1.31122 0.73 0.39 0.02 -0.131
C -3.68964 -1.56888 0.20101 -0.08 0.43 -0.22 -0.223
C -2.90804 -0.41137 0.23183 0.00 -0.23 0.16 -0.087
H -0.73752 1.04164 2.45920 0.42 -0.22 -0.26 0.226
H -0.12443 3.16380 2.45437 0.04 0.03 -0.50 0.221
H 0.40633 5.23603 1.21186 -0.14 -0.13 -0.06 0.237
H -0.40299 5.56385 -1.12350 -0.17 -0.17 0.16 0.239
H -1.88104 3.83327 -2.13268 -0.10 0.04 0.24 0.236
H -2.59203 1.87954 -0.86001 0.37 0.18 -0.05 0.215
H -1.88529 -0.58919 3.48607 -0.08 -0.25 -0.38 0.222
H -3.17474 -2.69851 3.34673 -0.05 0.19 -0.10 0.237
H -4.35344 -3.33938 1.24878 0.00 0.23 0.05 0.240
H -4.20344 -1.82642 -0.72210 0.11 0.05 0.16 0.236
H -2.80989 0.17330 -0.67927 0.01 -0.45 0.25 0.206
C 1.81388 -1.22370 2.38496 -0.05 -0.24 0.58 -0.412
N 1.85023 -0.30756 1.26036 0.55 1.35 0.84 -0.326
C 2.93595 0.46851 0.94104 -0.92 -0.89 -0.20 0.027
C 2.62946 1.19397 -0.20274 -0.46 -0.31 -0.71 -0.294
C 1.30527 0.82877 -0.57395 0.35 1.58 0.33 -0.195
C 0.77018 0.06424 0.46754 -0.04 -1.92 -0.69 -0.117
H 0.84427 -1.73877 2.40613 0.30 0.17 -0.04 0.220
H 2.60825 -1.97873 2.30508 -0.28 0.22 -0.16 0.230
H 1.96590 -0.70128 3.34396 -0.16 -0.09 -0.36 0.214
H 3.85484 0.38573 1.50633 -0.12 0.05 -0.08 0.233
H 3.32088 1.83753 -0.75563 -0.44 -0.32 0.32 0.248
H 0.76148 1.21725 -1.43710 0.18 -0.18 0.41 0.237
H -0.09070 -0.61690 0.43458 0.82 0.18 -0.30 0.249
```
Positions in Å, forces in eV/Å.

Computed properties:
relative energy (zero: lowest compared OMol25 entry of this formula, charge and spin)	2.735	eV
charge	+1
HOMO energy	-11.75	eV

=====

(2)
Entry from the OMol25 dataset: a molecular structure, C19H22CaN2Te in a non-equilibrium geometry (ωB97M-V/def2-TZVPD).

```
45
Properties=species:S:1:pos:R:3:forces:R:3:nbo_charge:R:1
C -0.37059 -4.92250 -2.56386 -0.08 -0.06 -0.15 -0.605
C -1.11748 -4.27961 -3.73424 0.03 -0.15 0.00 -0.604
H 0.69684 -5.00973 -2.77646 -0.01 0.02 0.02 0.195
H -0.74800 -5.92878 -2.35935 0.06 0.10 -0.02 0.203
H -0.48265 -4.33535 -1.65248 -0.04 0.00 0.03 0.202
H -0.86181 -3.22533 -3.83672 -0.02 0.03 0.01 0.204
H -0.87249 -4.77322 -4.67960 -0.03 0.02 0.10 0.197
H -2.19927 -4.34926 -3.60035 0.08 0.07 0.02 0.207
C 2.51894 0.20582 1.87269 0.40 0.99 0.11 0.064
C 3.55622 0.86598 2.51751 0.29 -0.36 0.22 -0.227
C 3.72979 2.22659 2.30186 0.06 -0.14 0.11 -0.149
C 2.86067 2.90111 1.46107 -0.53 0.56 -0.55 -0.209
H 2.30237 -0.85237 1.99760 0.12 0.15 0.10 0.232
H 4.21205 0.29738 3.16771 -0.01 0.19 -0.02 0.234
H 4.54167 2.76971 2.78697 -0.24 -0.19 -0.11 0.232
H 2.97050 3.96747 1.27091 0.15 -0.28 0.22 0.218
N 1.70798 0.88578 1.07598 1.05 1.42 0.00 -0.584
C 1.82027 2.21005 0.83316 1.47 -1.03 1.41 0.150
C 0.84473 2.82096 -0.07009 -1.07 1.53 -1.22 0.229
N -0.11468 2.05747 -0.61712 0.98 -0.57 0.79 -0.562
C -1.03804 2.49214 -1.43736 0.00 1.27 -0.32 0.075
C -0.09622 4.68692 -1.27249 0.11 -0.06 0.10 -0.155
C -1.05711 3.83822 -1.79652 -0.29 -0.02 -0.19 -0.230
H -1.76215 1.77874 -1.81404 0.09 0.01 0.08 0.245
H -1.82684 4.18222 -2.47697 0.11 0.13 0.06 0.232
C 0.86468 4.17577 -0.40185 0.23 -0.08 0.22 -0.222
H 1.62871 4.81511 0.02403 -0.17 0.09 -0.15 0.217
H -0.08078 5.74513 -1.53032 -0.03 -0.27 0.04 0.230
Ca 0.05872 -0.08743 0.06695 -0.99 -2.59 0.77 1.681
C -1.71256 -0.60592 -1.16294 -0.03 0.20 -0.60 -1.447
H -1.38875 -0.33101 -2.15082 -0.36 -0.06 -0.87 0.177
H -2.47047 0.02659 -0.74692 -0.77 0.21 0.04 0.201
H -1.87073 -1.64280 -1.02232 -0.66 -1.12 -0.22 0.203
Te -0.66681 -0.29142 3.06688 0.80 0.50 -0.24 -0.478
C -2.22711 -1.54387 3.53874 -1.81 -1.38 0.82 -0.241
C -2.77207 -2.51466 2.63442 0.71 1.27 1.23 -0.253
C -3.79960 -3.34671 3.05309 -0.22 -0.50 -0.59 -0.201
C -4.32103 -3.26744 4.33666 -0.24 -0.10 0.32 -0.246
C -3.80953 -2.33318 5.23579 -0.04 0.12 0.36 -0.212
C -2.78227 -1.47501 4.86731 0.43 -0.50 -1.95 -0.248
H -2.34495 -2.56955 1.63797 -0.19 -0.11 0.04 0.211
H -4.20196 -4.08954 2.34387 0.19 0.41 0.43 0.206
H -5.12991 -3.93766 4.65389 0.37 0.29 -0.20 0.208
H -4.21096 -2.26561 6.25603 0.12 -0.09 -0.47 0.206
H -2.36691 -0.75388 5.55010 -0.02 0.10 0.21 0.213
```
Positions in Å, forces in eV/Å.

Computed properties:
relative energy (zero: lowest compared OMol25 entry of this formula, charge and spin)	0.175	eV
HOMO energy	-6.17	eV

=====

(3)
Entry from the OMol25 dataset: a molecular structure, C44H27N9O4PdS2 in a non-equilibrium geometry (ωB97M-V/def2-TZVPD).

```
87
Properties=species:S:1:pos:R:3:forces:R:3:mulliken_charge:R:1
Pd 0.25736 0.63707 0.08633 0.06 0.28 -0.19 1.147
C -0.75384 -0.17124 -6.32667 -0.02 0.00 0.00 -0.674
C 0.51471 -0.76833 -6.29641 0.00 0.01 0.04 -0.647
C 1.26228 -0.81305 -5.13168 -0.04 -0.03 -0.04 -0.288
C 0.70306 -0.25207 -3.99188 0.12 0.06 0.03 0.654
C 1.20067 -0.10060 -2.63277 0.90 -0.36 -0.16 -0.482
N 2.41664 -0.47670 -2.24336 -0.96 0.29 -0.60 -0.433
C 2.82143 -0.41213 -0.99943 0.62 -0.27 0.65 -0.483
C 4.17159 -0.79817 -0.56031 -0.53 0.18 -0.27 0.414
C 5.30407 -1.15425 -1.27002 0.24 -0.12 0.02 -0.249
C 6.45135 -1.43165 -0.53890 -0.12 0.02 -0.20 -0.664
C 6.45688 -1.35672 0.85604 -0.11 0.03 0.21 -0.687
C 5.31560 -1.00090 1.56219 0.25 -0.13 0.00 -0.182
C 4.17734 -0.72215 0.82746 -0.53 0.22 0.24 0.369
C 2.83014 -0.29266 1.23337 0.55 -0.29 -1.13 -0.433
N 2.43761 -0.22828 2.47969 -1.22 0.34 0.93 -0.489
C 1.22642 0.18190 2.84529 1.10 -0.37 -0.02 -0.098
N 0.27716 0.75443 2.06263 -0.63 -0.02 -0.11 -0.050
C -0.79681 1.08563 2.81554 0.07 0.15 -0.40 -0.600
N -1.82822 1.84431 2.40640 0.28 -0.22 0.42 -0.460
C -2.15875 2.05055 1.19218 -0.27 0.33 -0.59 -0.239
N -1.73466 1.25986 0.03599 0.14 -0.11 0.02 0.371
C -2.12861 1.99124 -1.16481 -0.27 0.34 0.44 -0.368
N -1.80351 1.68362 -2.35961 0.20 -0.19 -0.26 -0.376
C -0.80426 0.84644 -2.68732 0.11 0.07 0.25 -0.677
N 0.25114 0.52911 -1.89521 -0.57 0.05 0.09 0.063
C -0.55948 0.34551 -4.02366 -0.01 0.07 0.00 0.520
C -1.30800 0.39763 -5.19336 0.00 -0.04 -0.02 -0.551
C -2.88959 3.13861 -0.72162 0.26 -0.42 -0.34 0.850
C -3.48624 4.14365 -1.47651 -0.14 0.21 -0.03 -0.671
C -4.11817 5.16266 -0.79422 0.08 -0.13 -0.19 -0.602
C -4.13858 5.19626 0.60994 0.07 -0.11 0.22 -0.611
C -3.52819 4.21068 1.35818 -0.15 0.23 0.01 -0.739
C -2.91144 3.17134 0.66969 0.27 -0.38 0.36 0.973
C -0.54895 0.70176 4.19102 0.00 0.00 0.14 0.327
C -1.30651 0.82801 5.34739 0.01 -0.02 -0.05 -0.318
C -0.74646 0.36589 6.52626 0.05 -0.03 0.03 -0.651
C 0.53495 -0.20048 6.54970 -0.08 0.03 -0.01 -0.629
C 1.29060 -0.32174 5.39490 -0.02 0.00 -0.05 -0.256
C 0.72748 0.13454 4.21231 0.05 0.04 0.15 0.328
N 2.09426 -0.09618 0.10481 0.18 0.34 0.24 -0.059
H -1.30628 -0.15531 -7.25700 0.00 0.00 0.00 0.428
H 0.91543 -1.19946 -7.20451 0.00 0.00 -0.01 0.422
H 2.24403 -1.26607 -5.10215 0.00 0.00 0.01 0.566
H 5.28791 -1.21066 -2.35001 0.01 0.00 0.00 0.563
H 7.36062 -1.70834 -1.05635 0.00 -0.01 0.00 0.418
H 7.37014 -1.57779 1.39291 0.00 0.00 0.00 0.420
H 5.30829 -0.94053 2.64213 0.01 0.01 0.00 0.562
H -2.28582 0.85996 -5.20657 0.00 0.00 0.00 0.547
H -3.46381 4.10353 -2.55654 0.01 0.01 0.00 0.548
H -4.60902 5.95268 -1.34694 -0.01 0.00 0.00 0.426
H -4.64431 6.01150 1.11005 -0.01 0.00 0.00 0.425
H -3.53799 4.22189 2.43905 0.01 0.01 0.00 0.541
H -2.29592 1.26410 5.31973 0.00 0.00 0.00 0.551
H -1.30637 0.44192 7.44903 0.00 0.00 0.00 0.416
H 0.93951 -0.54876 7.49105 -0.01 0.00 0.00 0.399
H 2.28188 -0.75428 5.40634 0.00 0.00 -0.01 0.554
O -4.00194 -1.67121 0.12326 0.01 -0.01 0.01 -0.553
S -3.99236 -0.24309 0.02153 0.03 0.14 -0.03 1.270
O -4.35277 0.34086 -1.24488 0.01 -0.05 0.02 -0.636
O -2.23633 -0.06764 0.03810 -0.06 -0.09 0.07 0.336
O -4.38254 0.51710 1.18220 0.02 -0.04 0.00 -0.609
N -0.14573 -2.00253 0.66010 -0.12 0.13 0.05 -0.447
S 0.11958 -2.77322 -0.69714 0.24 0.05 -0.14 1.407
C 1.17836 -4.17778 -0.30309 -0.14 -0.10 0.09 -0.076
C 1.44998 -5.14260 -1.26414 0.03 0.03 -0.04 -0.610
C 2.32334 -6.17181 -0.95787 0.03 0.00 0.02 -0.649
C 2.93022 -6.22172 0.29388 -0.01 0.00 -0.03 -0.451
C 2.66138 -5.24289 1.23696 -0.01 0.03 0.01 -0.648
C 1.77806 -4.20942 0.94162 0.02 -0.06 0.02 -0.209
C -1.36017 -3.61061 -1.20853 -0.04 0.02 0.01 -0.133
C -1.95714 -3.17682 -2.38041 -0.05 0.01 -0.01 -0.237
C -3.17612 -3.72303 -2.76021 0.02 0.02 0.00 -0.567
C -3.77458 -4.68735 -1.96730 0.01 -0.01 0.03 -0.434
C -3.16595 -5.11276 -0.79025 -0.02 -0.01 -0.02 -0.707
C -1.95467 -4.57238 -0.40078 0.01 0.03 -0.03 -0.366
H -1.13712 -2.05106 0.88474 0.04 -0.19 0.17 0.114
H 0.97435 -5.09513 -2.23729 -0.01 0.00 0.01 0.417
H 2.53215 -6.93757 -1.69368 0.00 0.00 0.00 0.398
H 3.61344 -7.02743 0.52931 0.00 0.00 0.00 0.390
H 3.13563 -5.28005 2.20942 0.00 0.00 0.00 0.425
H 1.53372 -3.43566 1.66037 -0.01 0.00 -0.02 0.425
H -1.48259 -2.40668 -2.97800 0.01 0.00 -0.01 0.374
H -3.66124 -3.38132 -3.66456 0.00 0.01 0.00 0.417
H -4.73017 -5.10417 -2.25716 0.00 0.00 0.00 0.389
H -3.64531 -5.86050 -0.17238 0.00 0.01 0.00 0.397
H -1.47542 -4.87739 0.52146 0.00 -0.01 -0.01 0.435
```
Positions in Å, forces in eV/Å.

Computed properties:
HOMO energy (spin up / spin down)	-6.53 / -6.53	eV

=====

(4)
Entry from the OMol25 dataset: C2H6P2S2 in the gas phase in a non-equilibrium geometry (ωB97M-V/def2-TZVPD).

```
12
Properties=species:S:1:pos:R:3:forces:R:3:nbo_charge:R:1
C 0.70761 1.06971 0.25270 0.71 0.60 0.83 -1.063
C -0.33372 -0.71289 -1.29228 2.49 -0.15 1.49 -1.001
P 0.11653 1.15584 -1.55456 1.27 -1.25 0.13 0.577
P -0.44848 -0.35120 0.55484 0.88 -0.59 -0.61 1.110
S 0.99914 -1.81130 1.40289 -1.28 0.63 -0.42 -0.304
S -2.20211 -0.06620 1.38147 1.09 -0.25 -0.44 -0.486
H 1.74185 0.54980 0.33256 -1.57 1.32 -0.31 0.272
H 0.64707 2.06306 0.86755 0.08 -2.07 -1.08 0.275
H -1.31468 -0.89461 -1.57643 -1.64 -0.70 -1.10 0.244
H 0.43279 -1.58183 -1.55126 -1.64 2.16 0.40 0.269
H -1.16341 1.51532 -1.19795 -0.83 0.36 0.16 -0.035
H 0.81740 -0.93571 2.38047 0.43 -0.07 0.94 0.141
```
Positions in Å, forces in eV/Å.

Computed properties:
relative energy (zero: lowest compared OMol25 entry of this formula, charge and spin)	0.000	eV
HOMO energy	-9.10	eV